No. 1
Computed, not measured: a single C3H4N2O2S molecule at a distorted geometry, with ωB97M-V with the def2-TZVPD basis set.

Structure (XYZ):
```
12
Properties=species:S:1:pos:R:3:forces:R:3:nbo_charge:R:1
O -0.520106 -1.353733 2.375734 0.71 -0.20 0.64 -0.495
C 0.145022 -1.080250 1.420160 -1.06 -1.40 -0.23 0.535
N -0.222490 -0.052410 0.588143 -1.35 4.11 -0.69 -0.504
C -0.995788 1.076266 1.026997 -1.94 0.68 1.92 -0.117
S -2.166553 1.092736 2.248681 2.23 0.12 -2.25 0.060
C 0.147311 0.198243 -0.732404 -0.58 2.69 -0.84 0.217
N 0.724943 -0.615814 -1.447912 1.50 -1.97 -1.57 -0.181
O 0.979720 -0.124367 -2.768508 3.99 -2.96 0.27 -0.559
H 0.946237 -1.693384 1.010675 0.47 0.02 0.06 0.148
H -0.797704 2.074674 0.446155 -0.22 -2.23 1.05 0.217
H -0.152371 1.219260 -1.188111 0.46 -1.64 1.02 0.191
H 1.911780 -0.741221 -2.979609 -4.21 2.79 0.62 0.488
```
Forces are in eV/Å.

Calculated values
* F_max: 0.0990 hartree/bohr
* highest occupied orbital energy: -8.8 eV
* Kohn-Sham gap: 8.230 eV
* energy above the lowest of the compared OMol25 structures with the same formula, charge and spin: 4.489 eV

***

No. 2
Computed, not measured: a single CH2O2S molecule at a distorted geometry, with ωB97M-V with the def2-TZVPD basis set.

Structure (XYZ):
```
6
Properties=species:S:1:pos:R:3:forces:R:3:nbo_charge:R:1
O 0.599918 1.580282 -1.375429 -0.86 -1.52 3.23 -0.455
C 0.163329 0.694474 -0.694028 0.50 3.68 0.79 0.690
O -0.270287 0.477579 0.846738 1.15 2.96 -2.68 -0.741
S 0.344085 -0.935256 1.325295 1.85 0.16 0.90 0.345
H -0.198629 -0.174227 -1.032903 -1.00 -3.73 -1.72 0.101
H -0.638416 -1.642852 0.930328 -1.64 -1.54 -0.52 0.060
```
Forces are in eV/Å.

Calculated values
* F_max: 0.0821 hartree/bohr
* highest occupied orbital energy: -9.6 eV
* Kohn-Sham gap: 10.061 eV
* energy above the lowest of the compared OMol25 structures with the same formula, charge and spin: 2.728 eV